C4H13N2 | ωB97M-V/def2-TZVPD

Each line ends with the Mulliken charge.
Positions of all 19 atoms, in Å:
N: -1.02540 1.34643 0.63173  -0.3320
N: 0.18883 0.14324 -2.04446  -0.5657
C: 1.24467 0.15921 0.28730  -0.9647
C: 1.03207 -0.65032 -1.13413  -0.4369
C: -0.93358 -1.04630 1.01325  -1.6411
C: -0.04722 0.14501 1.02634  0.5989
H: -1.10565 1.28923 -0.38342  0.3399
H: 0.01955 -0.24121 -2.94378  0.2315
H: 1.54326 1.24291 0.01068  0.3067
H: 2.03562 -0.20739 0.92474  0.3696
H: 0.27154 0.35064 2.10068  0.3638
H: 0.59562 1.08955 -2.30792  0.2304
H: -1.85876 -1.15601 0.40771  0.4711
H: 2.06981 -0.78854 -1.58003  0.3432
H: -1.89965 1.08528 1.12203  0.3672
H: -0.85847 2.18774 1.01595  0.2989
H: -1.39102 -1.36611 2.08556  0.3345
H: 0.50261 -1.65434 -0.96388  0.2830
H: -0.38383 -1.92900 0.73166  0.4019

Cartesian forces (eV/Å) of the 6 atoms listed first:
N -0.9 -5.1 0.0
N 0.2 2.7 1.0
C -0.6 0.5 -4.0
C 1.6 0.2 0.4
C -2.1 -3.0 2.5
C -0.5 2.1 2.8

## Properties
E_HOMO: -13.506 eV
spin multiplicity: 1
charge: +1
energy above the lowest of the compared OMol25 structures with the same formula, charge and spin: 192.7 kJ/mol
frontier orbital gap: 0.378 Ha
SMILES string: C[C@H]([NH3+])CCN
max |F|: 0.1015 hartree/bohr
LUMO level: -3.2 eV
electronic energy: -7331.490 eV